[1]
ORCA calculation (ωB97M-V with the def2-TZVPD basis set) on a 2-piece molecular cluster, C11H19BrNO5S overall in a non-equilibrium geometry.

As for the total energy: -104308.38070 eV. The calculation puts the lowest unoccupied orbital energy at -0.160 hartree. As for the charge: +1. The gap between HOMO and LUMO comes out at 8.23 eV.

CARTESIAN COORDINATES (ANGSTROEM)
H  1.600  0.675  2.316
H  -2.662  -0.057  -0.175
C  1.062  1.326  1.526
H  2.775  2.559  2.064
H  -4.214  -1.691  0.968
H  0.101  3.663  0.821
H  5.968  0.800  -0.037
Br  1.206  -1.296  -0.276
N  2.818  2.124  -0.171
H  3.622  0.189  -1.204
H  -3.651  -5.630  -1.473
H  4.781  1.112  1.562
H  0.687  4.217  -1.444
C  -3.822  -5.683  -0.398
H  0.164  1.798  2.071
H  -3.290  -6.538  0.020
H  -2.384  -1.252  -1.463
H  -4.760  -1.258  -0.647
H  2.320  4.897  -0.694
H  2.482  2.118  -3.128
C  0.530  0.494  0.273
C  1.234  3.767  0.816
O  -0.407  0.963  -0.429
H  -4.885  -5.756  -0.173
C  3.786  1.003  -0.421
O  -1.774  -4.123  0.012
C  1.582  4.005  -0.760
O  3.107  2.654  -2.580
C  -3.972  -1.775  -0.095
C  -2.638  -1.123  -0.408
H  -1.832  -1.575  0.175
C  4.940  0.982  0.435
C  2.590  2.841  -1.279
O  -3.615  -4.169  1.726
O  -4.002  -3.142  -0.508
S  -3.169  -4.224  0.359
C  2.154  2.478  1.111
H  1.568  4.626  1.509

[2]
ORCA calculation (ωB97M-V with the def2-TZVPD basis set) on C11H19Cl2MgO7 as an isolated structure in a non-equilibrium geometry.

As for the total energy: -56527.48007 eV. The calculation puts the lowest unoccupied orbital energy at -0.307 hartree. As for the charge: +1. The gap between HOMO and LUMO comes out at 4.35 eV.

CARTESIAN COORDINATES (ANGSTROEM)
C  11.152  -25.021  -23.444
C  14.765  -24.013  -21.547
C  12.680  -24.152  -29.511
H  6.023  -24.211  -27.714
H  7.570  -25.318  -25.469
O  12.996  -25.057  -28.559
H  5.484  -25.328  -26.479
C  14.746  -25.395  -20.860
C  6.308  -25.103  -27.156
H  15.215  -23.195  -20.983
C  8.832  -24.628  -26.883
C  8.485  -22.612  -25.927
H  8.770  -24.858  -27.946
H  13.670  -25.883  -26.014
H  14.314  -25.302  -19.863
H  12.032  -24.480  -23.097
C  7.460  -24.627  -26.304
C  13.675  -24.830  -26.295
Cl  16.306  -26.322  -20.710
H  14.676  -24.553  -26.626
Mg  10.346  -27.942  -22.422
C  12.485  -23.123  -27.547
H  11.724  -22.612  -26.958
O  10.758  -26.086  -22.650
O  8.824  -21.460  -25.544
H  13.777  -23.701  -21.883
O  9.342  -23.356  -26.665
H  9.510  -25.381  -26.479
C  12.638  -24.560  -27.321
O  7.339  -23.273  -25.776
H  11.760  -25.068  -26.924
H  10.416  -24.217  -23.460
O  12.829  -24.337  -30.696
O  12.401  -23.024  -28.888
H  11.468  -25.318  -24.444
Cl  15.550  -24.121  -23.168
H  14.083  -26.154  -21.275
H  13.405  -24.183  -25.460
H  6.523  -25.913  -27.852
H  13.382  -22.594  -27.223

[3]
ORCA calculation (ωB97M-V with the def2-TZVPD basis set) on a 2-piece molecular cluster, C11H19ClNO overall in a non-equilibrium geometry.

As for the total energy: -27763.41376 eV. The calculation puts the lowest unoccupied orbital energy (alpha / beta) at -0.136 / -0.136 hartree. As for the charge: +1. The gap between HOMO and LUMO (alpha / beta) comes out at 7.85 / 7.85 eV.

CARTESIAN COORDINATES (ANGSTROEM)
H  -3.079  2.005  0.646
H  -1.419  1.113  -2.271
H  -0.488  -1.931  0.301
H  4.527  -1.166  -2.149
H  -2.315  -0.268  2.549
H  -0.626  1.091  1.401
H  -3.759  1.820  2.171
H  2.970  -1.165  1.687
H  1.004  0.996  -2.941
H  4.541  -1.981  0.280
C  3.693  -1.504  -0.110
H  -1.255  0.462  -0.059
C  2.700  -1.052  0.702
H  0.093  -1.248  2.011
C  -2.308  0.076  1.588
N  -1.010  0.216  0.906
H  -3.255  -0.397  -0.323
C  2.803  -0.305  -2.075
C  -3.400  -0.607  0.780
C  0.692  1.114  -1.953
O  -0.692  0.997  -1.642
C  3.709  -1.142  -1.530
H  -4.375  -0.485  1.049
H  2.921  0.272  -2.967
H  1.011  1.974  -1.407
H  -3.199  -1.628  0.675
Cl  1.626  1.275  1.064
C  -0.278  -1.017  0.936
C  1.437  -0.118  -1.370
C  1.713  -0.204  0.102
H  -2.113  2.157  2.112
H  0.924  -0.930  -1.831
C  -2.795  1.577  1.667

[4]
ORCA calculation (ωB97M-V with the def2-TZVPD basis set) on C11H19CsN5O4S2Se as an isolated structure.

As for the total energy: -114923.94996 eV. The calculation puts the lowest unoccupied orbital energy at 0.085 hartree. As for the charge: -1. The gap between HOMO and LUMO comes out at 7.51 eV.

CARTESIAN COORDINATES (ANGSTROEM)
O  0.591  -2.859  3.568
C  1.320  2.072  4.151
C  0.708  2.734  -3.684
H  0.568  0.079  4.020
H  1.873  -1.217  -2.585
H  1.483  -4.434  1.451
H  1.853  0.277  5.194
H  2.452  1.600  -3.108
H  0.142  3.456  5.110
N  0.974  -0.871  -2.869
N  0.292  2.455  5.117
N  -3.254  0.948  -1.245
C  1.391  1.586  -3.315
Se  -0.129  -3.462  -2.521
C  1.536  0.564  4.184
H  -1.164  3.647  -4.193
C  0.419  -4.227  1.370
O  -2.089  2.598  0.324
H  0.580  2.199  6.055
H  0.970  2.357  3.155
H  1.254  3.664  -3.766
S  0.110  -2.688  2.207
S  -3.091  2.320  -0.749
H  -2.486  1.549  -3.953
H  3.203  -0.469  3.631
C  -1.416  1.561  -3.819
C  -0.668  2.723  -3.932
H  2.077  -0.419  2.492
C  -2.539  -1.306  -3.391
H  -2.833  -1.249  -4.441
Cs  -1.287  0.043  0.933
O  0.865  -1.673  1.444
C  -0.730  0.415  -3.458
C  -0.127  -1.674  -2.896
N  -1.166  -0.877  -3.242
C  0.647  0.423  -3.212
N  2.536  0.155  3.196
H  -2.601  -2.340  -3.054
H  -0.167  -4.994  1.866
H  0.126  -4.117  0.330
H  2.287  2.573  4.309
O  -1.333  -2.449  2.100
H  -3.178  -0.673  -2.774

[5]
ORCA calculation (ωB97M-V with the def2-TZVPD basis set) on a 3-piece molecular cluster, C11H19F4NO4S2 overall.

As for the total energy: -53934.19727 eV. The calculation puts the lowest unoccupied orbital energy at 0.013 hartree. The gap between HOMO and LUMO comes out at 9.33 eV.

CARTESIAN COORDINATES (ANGSTROEM)
S  -0.424  1.076  -2.153
H  1.383  1.780  -3.553
C  3.548  1.713  1.993
H  4.165  0.031  1.404
C  -3.465  -4.548  -1.720
C  -0.762  2.841  -2.118
F  0.090  -1.411  3.195
H  0.426  3.622  1.893
C  1.047  1.533  2.325
O  -1.073  2.524  2.832
C  0.083  -0.878  1.973
C  -1.182  1.161  2.917
O  0.539  0.802  -1.045
H  -0.785  -5.005  -0.852
H  0.043  -3.563  -1.488
C  0.320  2.849  2.655
H  2.178  0.785  0.627
H  2.060  2.545  0.743
H  -3.284  -4.951  -2.716
H  3.739  2.636  2.552
H  0.707  3.221  3.607
N  4.467  0.842  1.948
H  -1.320  3.052  -1.207
C  0.538  1.101  -3.667
C  -0.118  0.626  1.960
F  1.244  -1.237  1.384
F  -0.910  -1.458  1.271
O  -1.971  0.610  3.611
H  -3.361  -5.324  -0.962
H  -0.517  0.869  0.971
H  0.176  3.397  -2.118
O  -2.357  -2.294  -2.542
C  -0.814  -4.223  -1.611
S  -2.292  -3.228  -1.386
C  2.199  1.623  1.318
H  -1.368  3.104  -2.984
H  -0.104  1.412  -4.491
H  -0.815  -4.653  -2.612
F  1.541  1.048  3.560
H  -4.463  -4.118  -1.669
H  0.894  0.088  -3.844

[6]
ORCA calculation (ωB97M-V with the def2-TZVPD basis set) on a 2-piece molecular cluster, C11H19F6O8S overall in a non-equilibrium geometry.

As for the total energy: -55229.12519 eV. The calculation puts the lowest unoccupied orbital energy at 0.071 hartree. As for the charge: -1. The gap between HOMO and LUMO comes out at 5.83 eV.

CARTESIAN COORDINATES (ANGSTROEM)
C  -4.037  0.093  2.491
C  1.118  -0.345  0.858
C  1.427  2.045  3.043
O  -3.013  0.387  3.505
C  -5.775  1.258  1.227
H  2.184  2.173  3.947
O  0.821  -0.389  -4.482
C  2.385  0.219  1.732
O  -1.024  -0.534  4.878
C  2.531  -0.955  -6.153
H  -0.615  3.175  3.079
H  3.026  -0.514  -7.025
C  0.539  3.423  2.936
H  3.307  -1.452  -5.568
S  -2.006  -1.004  3.780
H  0.758  -1.483  3.228
H  1.311  0.773  -6.049
H  0.638  3.981  1.892
O  -4.563  1.425  2.043
H  1.825  -1.718  -6.493
O  1.954  -0.083  -2.513
H  -0.058  -3.091  2.571
C  1.201  -0.944  -3.191
O  2.188  1.704  1.829
H  0.643  1.165  3.232
F  1.179  -3.139  -4.227
F  -6.908  0.606  1.931
O  0.758  -1.749  1.111
H  -4.890  -0.576  2.985
H  0.208  -1.165  -2.770
C  1.822  -2.394  -3.282
H  2.554  0.760  -4.820
C  1.835  0.120  -5.341
F  -5.457  0.615  -0.102
O  -1.254  -1.267  2.275
F  -6.231  2.653  0.870
H  0.244  0.424  0.970
H  3.367  0.090  1.068
F  1.667  -3.080  -2.114
H  0.816  4.176  3.817
H  -3.647  -0.448  1.529
F  3.141  -2.439  -3.589
H  1.452  -0.290  -0.287
C  0.056  -1.920  2.400
H  2.523  -0.286  2.779